1.
105
Properties=species:S:1:pos:R:3 method="wB97M-V/def2-TZVPD" e_above_lowest_ev=0.126 homo_energy_ha="-0.15646 / -0.15939" s2=0.76 total_charge=-1 largest_force_ha_per_bohr=0.01522 total_energy_ev=-142052.430 mol_weight_g_mol=1008.77 spin_multiplicity=2 homo_lumo_gap_ev="5.8 / 5.9"
Co -0.05 -0.80 -0.69
C 6.28 -4.85 -2.38
C 6.40 -3.50 -2.09
C 5.26 -2.75 -1.80
C 4.00 -3.34 -1.79
C 3.90 -4.70 -2.09
C 5.03 -5.45 -2.38
C 2.78 -2.55 -1.47
C 2.10 -2.84 -0.30
C 2.61 -3.75 0.71
C 1.67 -3.82 1.67
C 0.57 -2.99 1.25
N 0.89 -2.36 0.07
C -0.65 -2.91 1.88
C -1.69 -2.11 1.44
C -3.03 -2.17 1.97
C -3.76 -1.24 1.31
C -2.85 -0.58 0.41
C -3.17 0.55 -0.33
C -4.52 1.16 -0.20
C -5.33 1.33 -1.33
C -6.60 1.88 -1.22
C -7.09 2.27 0.02
C -6.29 2.11 1.15
C -5.02 1.56 1.03
C -2.26 1.17 -1.19
N -1.09 0.62 -1.61
C -0.61 1.46 -2.56
C 0.47 1.20 -3.40
C 0.68 2.11 -4.57
C 1.74 3.00 -4.61
C 1.92 3.85 -5.69
C 1.03 3.81 -6.76
C -0.03 2.92 -6.74
C -0.20 2.07 -5.65
C 1.32 0.12 -3.24
C 2.42 -0.19 -4.13
C 3.06 -1.24 -3.59
C 2.36 -1.57 -2.37
N 1.29 -0.76 -2.20
C -1.45 2.62 -2.69
C -2.49 2.44 -1.84
N -1.62 -1.16 0.47
C -0.87 -3.72 3.11
C -1.14 -3.08 4.32
C -1.37 -3.82 5.47
C -1.34 -5.20 5.44
C -1.06 -5.85 4.24
C -0.83 -5.12 3.09
H 7.16 -5.44 -2.60
H 7.37 -3.03 -2.08
H 5.35 -1.70 -1.56
H 2.92 -5.16 -2.08
H 4.93 -6.50 -2.60
H 3.58 -4.23 0.68
H 1.72 -4.37 2.60
H -3.38 -2.87 2.72
H -4.81 -1.03 1.42
H -4.95 1.02 -2.29
H -7.21 2.00 -2.10
H -8.08 2.70 0.11
H -6.65 2.43 2.12
H -4.40 1.47 1.91
H 2.43 3.03 -3.77
H 2.75 4.55 -5.70
H 1.16 4.48 -7.60
H -0.72 2.88 -7.57
H -1.03 1.37 -5.62
H 2.65 0.36 -5.03
H 3.94 -1.74 -3.96
H -1.26 3.46 -3.33
H -3.31 3.10 -1.63
H -1.13 -2.00 4.34
H -1.58 -3.30 6.40
H -1.52 -5.78 6.34
H -1.03 -6.93 4.21
H -0.62 -5.62 2.15
Cl 5.71 2.79 3.43
C 4.37 2.12 2.52
C 4.29 2.37 1.14
C 3.25 1.85 0.43
Cl 3.18 2.15 -1.29
C 2.18 1.04 0.99
O 1.27 0.62 0.26
C 2.32 0.83 2.41
C 1.38 0.09 3.24
O 0.32 -0.41 2.94
C 3.41 1.36 3.12
H 5.05 2.96 0.65
H 1.73 0.02 4.30
H 3.48 1.17 4.19
F -1.99 6.46 3.71
C -2.78 5.37 3.68
F -3.09 5.08 4.96
F -3.93 5.76 3.08
C -2.14 4.22 2.96
C -1.29 4.45 1.89
C -0.78 3.34 1.23
N -1.06 2.09 1.57
C -1.85 1.89 2.61
C -2.42 2.92 3.34
H -1.04 5.45 1.58
H -0.12 3.46 0.38
H -2.03 0.85 2.87
H -3.07 2.71 4.19

=====

2.
127
Properties=species:S:1:pos:R:3 method="wB97M-V/def2-TZVPD" homo_energy_ha=-0.30719 smiles="C[C@@H](Cl)[C@@H](Cl)c1c(Br)c(CCCSC(=S)N(c2ccccc2)c2ccccc2)cc2c1C(=O)c1c(c(P(O)O)cc(Br)c1C(F)(F)C(F)(F)C(F)(F)C(F)(F)F)C2=O.c1ccncc1.c1ccncc1.c1ccncc1.c1ccncc1" largest_force_ha_per_bohr=0.02364 total_energy_ev=-296026.551 mol_weight_g_mol=1360.82 homo_lumo_gap_ev=7.0
C 1.31 -0.22 -1.09
C 1.25 -0.30 0.41
Cl 2.67 0.58 1.11
C 0.00 0.32 1.07
Cl -0.35 1.98 0.54
C -1.20 -0.62 1.06
C -2.12 -0.80 0.02
Br -2.03 0.21 -1.59
C -3.18 -1.70 0.10
C -4.25 -1.88 -0.96
C -3.89 -2.48 -2.34
C -2.61 -3.31 -2.42
S -2.78 -4.45 -3.85
C -1.98 -3.74 -5.22
S -2.40 -4.31 -6.68
N -0.99 -2.71 -4.98
C 0.27 -3.19 -5.53
C 0.97 -4.11 -4.76
C 2.17 -4.65 -5.22
C 2.69 -4.24 -6.44
C 1.97 -3.33 -7.21
C 0.76 -2.80 -6.77
C -1.40 -1.41 -5.42
C -2.67 -1.09 -5.90
C -2.96 0.22 -6.28
C -2.02 1.23 -6.20
C -0.76 0.92 -5.69
C -0.46 -0.37 -5.31
C -3.32 -2.49 1.24
C -2.43 -2.35 2.27
C -1.40 -1.41 2.21
C -0.50 -1.40 3.42
O 0.69 -1.50 3.29
C -1.23 -1.47 4.75
C -2.24 -2.43 4.76
C -3.01 -2.72 5.89
P -4.37 -3.99 5.87
O -3.55 -5.35 6.24
O -5.07 -3.64 7.29
C -2.71 -2.00 7.04
C -1.74 -1.02 7.04
Br -1.51 -0.17 8.73
C -0.98 -0.70 5.90
C 0.04 0.43 5.92
F 0.89 0.21 6.96
F 0.80 0.47 4.83
C -0.53 1.91 6.13
F -0.30 2.34 7.38
F 0.19 2.72 5.32
C -2.02 2.20 5.79
F -2.86 1.75 6.73
F -2.12 3.54 5.81
C -2.52 1.72 4.39
F -3.24 2.67 3.81
F -3.31 0.65 4.51
F -1.49 1.43 3.59
C -2.52 -3.18 3.50
O -2.78 -4.35 3.49
H 2.35 -0.35 -1.40
H 0.78 -1.08 -1.50
H 0.90 0.70 -1.49
H 1.35 -1.31 0.78
H 0.29 0.41 2.11
H -4.74 -0.92 -1.12
H -5.00 -2.53 -0.50
H -4.73 -3.08 -2.66
H -3.81 -1.67 -3.06
H -1.76 -2.67 -2.61
H -2.45 -3.96 -1.56
H 0.57 -4.43 -3.81
H 2.69 -5.35 -4.58
H 3.63 -4.64 -6.79
H 2.37 -3.05 -8.17
H 0.22 -2.10 -7.38
H -3.43 -1.85 -5.99
H -3.94 0.46 -6.67
H -2.23 2.24 -6.50
H 0.01 1.67 -5.59
H 0.52 -0.61 -4.93
H -4.14 -3.19 1.29
H -2.69 -5.35 5.81
H -4.60 -4.00 8.06
H -3.27 -2.21 7.94
N 3.06 -3.22 10.82
C 2.93 -2.41 9.77
C 2.57 -1.07 9.89
C 2.34 -0.56 11.15
C 2.47 -1.39 12.25
C 2.84 -2.71 12.03
H 3.11 -2.85 8.80
H 2.47 -0.45 9.00
H 2.05 0.48 11.28
H 2.30 -1.03 13.25
H 2.96 -3.40 12.86
N 3.30 -4.99 -10.00
C 4.41 -4.94 -10.73
C 4.45 -5.20 -12.09
C 3.27 -5.54 -12.73
C 2.10 -5.60 -11.98
C 2.18 -5.32 -10.62
H 5.32 -4.67 -10.20
H 5.38 -5.14 -12.64
H 3.25 -5.75 -13.79
H 1.16 -5.86 -12.44
H 1.29 -5.35 -10.00
N 3.72 6.66 0.28
C 3.94 5.35 0.33
C 3.10 4.45 0.96
C 1.96 4.94 1.58
C 1.72 6.30 1.55
C 2.62 7.12 0.89
H 4.85 5.01 -0.17
H 3.32 3.39 0.97
H 1.29 4.26 2.09
H 0.84 6.73 2.02
H 2.47 8.19 0.83
N 1.63 10.41 -0.21
C 1.41 11.65 0.23
C 1.19 12.73 -0.60
C 1.20 12.52 -1.97
C 1.43 11.24 -2.45
C 1.63 10.22 -1.52
H 1.41 11.77 1.31
H 1.01 13.71 -0.19
H 1.03 13.34 -2.66
H 1.44 11.03 -3.51
H 1.81 9.20 -1.85